(1)
This record from the OMol25 dataset describes C21H23CrN2O5S4 as an isolated structure. The level of theory is wB97M-V/def2-TZVPD.

Last column: Mulliken spin population.
Atoms and positions in Å:
Cr -0.32 0.45 0.42  3.81
C 3.36 -0.89 0.19  0.01
C 2.07 -1.41 -0.42  0.18
C 1.81 -1.23 -1.78  -0.04
C 2.65 -0.29 -2.61  -0.03
C 0.71 -1.86 -2.37  0.01
C 0.45 -1.67 -3.84  0.00
C -0.18 -2.60 -1.58  -0.02
C -1.46 -3.13 -2.19  -0.02
C 0.08 -2.78 -0.22  0.09
C -0.79 -3.68 0.63  -0.01
C 1.19 -2.16 0.37  -0.20
C 1.48 -2.39 1.84  0.05
H 3.20 0.02 0.78  0.00
H 4.10 -0.68 -0.57  0.00
H 3.78 -1.64 0.87  0.00
H 3.42 -0.82 -3.19  0.00
H 3.15 0.45 -1.99  -0.01
H 2.02 0.26 -3.32  0.00
H -0.05 -0.72 -4.03  0.00
H -0.16 -2.46 -4.26  0.00
H 1.39 -1.66 -4.40  0.00
H -1.32 -4.11 -2.67  0.00
H -1.84 -2.45 -2.94  0.00
H -2.24 -3.24 -1.44  0.00
H -1.49 -3.10 1.23  0.00
H -0.18 -4.26 1.32  0.00
H -1.35 -4.39 0.01  0.00
H 2.02 -3.34 1.98  0.00
H 0.56 -2.43 2.41  0.00
H 2.08 -1.58 2.25  -0.01
C -1.55 3.30 2.56  0.00
C -1.55 3.32 1.08  0.01
N -1.19 2.33 0.30  0.00
C -1.34 2.74 -1.00  -0.01
C -1.79 4.01 -1.02  0.00
N -1.93 4.37 0.31  0.00
C -2.14 4.97 -2.10  0.00
O -1.96 4.54 -3.34  0.00
O -2.55 6.07 -1.83  0.00
C -1.00 1.74 -2.06  0.02
O -1.12 2.04 -3.25  0.01
O -0.62 0.63 -1.58  0.05
H -1.69 2.27 2.90  0.00
H -2.35 3.93 2.96  0.00
H -0.59 3.64 2.95  0.00
H -2.26 5.27 0.61  0.00
H -1.59 3.60 -3.37  0.00
O 0.05 -0.10 7.35  0.00
C 0.01 -0.05 6.14  0.00
S 1.18 0.82 5.15  0.00
C 0.42 0.54 3.59  0.02
C -0.74 -0.16 3.59  0.02
S -1.74 -0.56 2.21  0.04
S -1.32 -0.69 5.17  0.00
S 1.22 1.22 2.19  0.00

Values from the calculation:
**Spin multiplicity**: 5
**Frontier orbital gap (spin up / spin down)**: 6.578 / 6.672 eV
**LUMO (spin up / spin down)**: 2.5 / 2.5 eV
**Total charge**: -1
**HOMO level (spin up / spin down)**: -0.1498 / -0.1539 hartree

---

(2)
This record from the OMol25 dataset describes C2H3CoO3 as an isolated structure. The level of theory is wB97M-V/def2-TZVPD.

Last column: Mulliken spin population.
Atoms and positions in Å:
H -2.61 1.50 0.90  0.12
O 0.13 0.93 -1.11  0.03
C 1.04 0.20 -0.78  0.04
C 0.87 -0.88 0.26  0.08
O -0.18 -1.08 0.90  -0.01
O -1.19 -0.14 1.14  -0.03
Co -1.71 0.90 -0.39  2.76
H 2.02 0.22 -1.28  0.01
H 1.63 -1.66 0.37  0.01

Values from the calculation:
**Relative energy (zero: lowest compared OMol25 entry of this formula, charge and spin)**: 399.0 kJ/mol
**Spin multiplicity**: 4
**Frontier orbital gap (spin up / spin down)**: 5.624 / 6.851 eV
**LUMO (spin up / spin down)**: -7.9 / -7.9 eV
**Total charge**: +1
**HOMO level (spin up / spin down)**: -0.4986 / -0.5422 hartree

---

We obtain total energy values of -3937.2540, -1685.9534 a.u. for the records listed above, in that order.